[1]
# C18H41BBr12GaIN2O4P

C18H41BBr12GaIN2O4P as an isolated structure in a non-equilibrium geometry (wB97M-V/def2-TZVPD, the Open Molecules 2025 dataset).

Frontier orbital gap = 5.251 eV

Structure (ORCA input):
```
! wB97M-V def2-TZVPD RIJCOSX def2/J DEFGRID3
* xyz -1 1
C -0.468 1.782 3.283
C 2.305 0.454 -4.613
H -2.742 3.505 8.126
O 5.559 -2.454 -2.707
H 4.274 -4.421 2.771
H 5.841 -2.195 -5.041
Br 2.163 -5.675 -0.149
H -0.032 2.322 2.447
H 4.511 -5.253 0.492
C -2.828 -5.279 0.562
H -0.773 0.740 -4.876
Br -4.600 5.654 7.584
C -2.132 2.907 7.452
H 3.063 -5.707 2.575
H -5.426 6.390 9.809
H -3.562 -6.949 -0.573
C 0.769 -2.202 -2.849
Br -1.168 -4.756 1.405
I 2.051 3.523 -4.753
H -1.051 1.849 -9.159
Br 2.001 -3.466 2.812
C -2.933 1.546 -8.189
H 0.196 -0.212 -2.066
Br -2.685 5.798 10.699
H 1.973 -0.247 -5.402
H 1.537 1.913 -0.411
C -0.264 -1.113 -2.506
H -3.255 2.553 -8.447
H -1.859 1.427 8.967
Br -1.644 -6.141 -1.912
O 2.253 1.983 -1.084
P 5.239 -1.112 -3.312
Ga 2.948 -0.470 -2.916
H -3.534 8.090 10.330
C 0.134 -3.439 -3.539
H -2.493 2.478 3.248
Br -1.085 4.200 6.442
Br -0.956 -0.508 -8.444
C 3.380 -4.727 2.232
H -2.324 0.794 3.796
O 6.303 -0.002 -2.755
H -0.971 -1.528 -1.754
H -3.539 -5.455 1.368
Br -0.447 0.584 7.131
H 0.859 1.537 -3.332
H -2.772 2.391 6.743
C -1.832 1.092 -9.109
H 3.379 -0.508 0.367
H 3.198 0.957 -5.027
C -3.442 7.249 9.647
H -2.717 7.485 8.874
C -1.943 1.548 3.112
C 3.601 -4.715 0.743
N 3.750 0.366 -0.020
H -0.884 -0.870 -3.396
C 0.009 1.377 -5.335
C -4.787 6.878 9.080
Br -4.524 0.436 -8.359
H -5.292 7.756 8.683
C -1.260 1.967 8.237
H -2.037 -7.265 0.283
H -3.168 -4.441 -0.040
C 1.215 1.538 -4.375
C -2.614 -6.519 -0.255
H 7.115 -0.471 -2.432
H -0.449 2.482 8.743
H -0.273 2.325 4.207
H 0.864 -4.268 -3.443
H 3.662 1.085 0.713
H -0.448 2.360 -5.540
N 2.036 -2.168 -2.584
H 3.647 -3.722 0.308
O 5.608 -1.244 -4.921
Br -2.374 0.942 1.312
B 2.971 0.762 -1.193
H -2.639 1.515 -7.144
H -2.186 0.867 -10.110
Br 0.513 0.117 3.448
H -0.052 -3.189 -4.599
H 0.343 0.964 -6.293
H -0.807 -3.797 -3.067
*
```

---

[2]
# C3H7NO

One molecule with the formula C3H7NO in a non-equilibrium geometry (wB97M-V/def2-TZVPD, the Open Molecules 2025 dataset).

Relative energy (zero: lowest compared OMol25 entry of this formula, charge and spin) = 0.292 eV
Frontier orbital gap = 10.752 eV

Structure (ORCA input):
```
! wB97M-V def2-TZVPD RIJCOSX def2/J DEFGRID3
* xyz 0 1
N -0.076 1.355 1.178
C -0.755 -0.801 -0.942
H -0.569 -0.133 -1.787
H 0.350 -1.505 0.731
C 0.804 0.711 0.364
H 0.099 2.307 1.430
H -0.778 0.827 1.648
H 1.317 -1.116 -0.552
H -1.717 -0.461 -0.556
C 0.459 -0.695 -0.014
O 1.736 1.309 -0.124
H -0.870 -1.798 -1.376
*
```

---

[3]
# Cl2O2S2

A 2-piece molecular cluster, Cl2O2S2 overall in a non-equilibrium geometry (wB97M-V/def2-TZVPD, the Open Molecules 2025 dataset).

Relative energy (zero: lowest compared OMol25 entry of this formula, charge and spin) = 0.540 eV
Frontier orbital gap (spin up / spin down) = 7.251 / 8.116 eV

Structure (ORCA input):
```
! wB97M-V def2-TZVPD RIJCOSX def2/J DEFGRID3
* xyz 0 1
Cl 2.227 1.459 0.051
O 2.399 -1.333 0.721
Cl -0.900 -0.756 -0.450
O -3.294 0.915 -0.436
S -2.439 0.249 0.526
S 2.008 -0.534 -0.413
*
```

---

[4]
# C5H7ClFNOS

A 2-piece molecular cluster, C5H7ClFNOS overall in a non-equilibrium geometry (wB97M-V/def2-TZVPD, the Open Molecules 2025 dataset).

Frontier orbital gap = 10.187 eV

Structure (ORCA input):
```
! wB97M-V def2-TZVPD RIJCOSX def2/J DEFGRID3
* xyz 0 1
H 1.604 1.158 -2.081
Cl 1.919 -1.189 0.754
C -1.948 -0.560 1.743
C -1.304 0.490 -0.337
S -2.955 1.025 0.103
H 3.061 0.644 -1.179
H 0.209 -0.269 -0.569
O -0.698 0.832 -1.316
C 1.261 -0.467 -0.738
H -1.881 -1.182 2.635
N -3.020 0.105 1.548
H 0.091 -0.076 1.199
C 1.980 0.809 -1.111
H 1.364 -1.205 -1.537
C -0.831 -0.465 0.752
F 1.736 1.784 -0.168
H -0.588 -1.435 0.303
*
```

---

[5]
# C23H31N3P2Ti

C23H31N3P2Ti as an isolated structure in a non-equilibrium geometry (wB97M-V/def2-TZVPD, the Open Molecules 2025 dataset).

Frontier orbital gap = 5.789 eV

Structure (ORCA input):
```
! wB97M-V def2-TZVPD RIJCOSX def2/J DEFGRID3
* xyz 2 1
H -3.454 -0.272 1.106
C 0.693 -2.605 -2.155
H -3.657 -1.144 -0.430
H 2.527 -2.842 0.472
H -2.995 1.675 5.414
Ti -0.017 0.153 0.538
H -1.962 -2.804 -0.901
H 1.007 -3.659 -2.203
C -1.761 2.950 -3.773
H -1.128 4.929 -4.359
H -1.713 -2.635 0.851
C 3.017 -2.311 -3.098
C 1.513 -3.231 0.620
H 4.806 0.607 -3.296
C 1.018 2.292 -3.758
C 4.121 -1.470 -3.338
P -2.125 0.766 -0.648
H -2.190 2.985 4.477
H -2.609 2.557 0.931
H -2.822 3.165 -3.896
C -0.848 1.339 3.010
H 1.466 -4.296 0.344
H -4.497 0.422 -0.163
H 3.146 -3.392 -3.039
H -1.419 2.322 5.942
H -1.826 3.166 -0.552
P 0.365 -2.237 -0.370
C 3.953 -0.082 -3.360
C 1.766 -1.766 -2.836
H -0.246 -2.472 -2.708
H -1.492 -0.707 5.429
C -0.471 -0.806 3.466
N -1.364 1.086 4.224
H 1.271 -0.704 -0.254
H -0.819 2.332 2.554
H -0.084 -1.797 3.268
C -2.361 0.855 -2.502
C 1.527 -0.426 -3.305
C -0.788 3.926 -4.070
N 0.261 -0.014 -3.495
C 2.364 1.830 -3.867
H -2.331 -0.169 -2.891
C 0.570 3.642 -3.859
C 2.657 0.479 -3.536
H 1.325 4.439 -3.816
H 5.112 -1.920 -3.435
H -3.566 2.716 -0.579
C -2.030 2.069 5.063
C -0.024 1.297 -3.529
N -0.351 0.187 2.503
C -2.578 2.470 -0.163
H -3.367 1.276 -2.653
H 3.157 2.529 -4.142
C -1.264 -3.010 -0.077
C -1.158 -0.269 4.512
H -1.152 -4.102 0.020
H 1.043 1.224 0.918
C -3.573 -0.147 0.020
H 1.259 -3.115 1.683
C -1.367 1.725 -3.247
*
```

---

[6]
# C24H20BBr2F4MnN4O8

C24H20BBr2F4MnN4O8 as an isolated structure (wB97M-V/def2-TZVPD, the Open Molecules 2025 dataset).

Relative energy (zero: lowest compared OMol25 entry of this formula, charge and spin) = 0.000 eV
Frontier orbital gap (spin up / spin down) = 7.062 / 7.078 eV
Expectation value of S² = 8.754

Structure (ORCA input):
```
! wB97M-V def2-TZVPD RIJCOSX def2/J DEFGRID3
* xyz -1 6
C 1.997 -3.706 5.192
C -2.591 3.166 -2.250
O 3.733 -0.006 2.477
H 3.629 3.680 2.636
O -0.426 -2.077 0.648
C 3.300 -3.269 4.941
C -3.837 3.146 -4.672
H -2.579 1.016 -2.373
F -3.697 -1.303 -2.158
Br -1.793 0.299 2.548
H -0.125 -3.278 4.818
H -2.707 5.287 -2.293
C -2.407 -5.452 -1.754
F -2.071 -0.614 -0.719
C 3.623 3.956 -1.196
O 1.677 -0.187 1.856
H 0.245 -4.302 -3.543
N -1.883 3.153 -0.965
C -2.821 1.948 -2.867
C -3.423 1.943 -4.113
C 3.517 -2.227 4.058
H -3.929 5.286 -4.490
H 0.299 -1.503 3.279
H 4.528 -1.897 3.864
C -3.587 4.362 -4.044
Br 1.117 0.277 -1.744
C 4.678 4.496 -0.482
H 1.873 -4.536 5.880
O -1.100 -3.770 1.801
H 5.482 5.010 -0.996
C -0.432 -4.453 -2.715
O 1.209 3.292 2.672
C -1.485 -5.345 -2.784
C 0.916 -3.083 4.604
O -1.728 2.063 -0.459
C 2.533 3.411 -0.529
H 4.133 -3.760 5.423
C -2.201 -4.748 -0.584
Mn -0.434 0.289 0.293
H -2.876 -4.783 0.262
H 1.720 2.999 -1.113
H 3.584 3.972 -2.277
F -3.787 -1.951 0.056
C -1.100 -3.914 -0.494
C -0.238 -3.727 -1.544
C 1.143 -2.039 3.705
H -3.169 -6.219 -1.785
O -1.501 4.211 -0.497
H -4.353 3.129 -5.626
C 4.689 4.421 0.909
B -3.509 -0.922 -0.821
C -2.909 4.374 -2.836
N 1.385 2.892 1.548
C 3.653 3.797 1.560
H -1.675 -5.909 -3.691
H 5.542 4.797 1.458
N -0.853 -3.205 0.757
C 2.431 -1.624 3.457
H 0.618 -3.077 -1.401
N 2.634 -0.530 2.516
O 0.643 2.143 0.935
F -4.230 0.243 -0.549
C 2.575 3.333 0.838
H -3.647 1.024 -4.632
*
```